No. 1
A molecular structure, C27H33AsBrN8O8S2Ti in a non-equilibrium geometry, computed with ωB97M-V/def2-TZVPD.

Cartesian coordinates (Å):
Ti (-0.4435, -0.2676, 0.0640)
C (2.6920, 0.1265, -1.3338)
C (2.6562, -0.9398, -0.2459)
N (1.8291, -0.4762, 0.8738)
C (2.4190, 0.6419, 1.6075)
C (1.3571, 1.6320, 2.0687)
N (0.3446, 1.8360, 1.0253)
C (0.7047, 2.8661, 0.0417)
C (1.6123, 2.3376, -1.0781)
N (1.4301, 0.9048, -1.3783)
H (3.5262, 0.8153, -1.1819)
H (2.8494, -0.3691, -2.2884)
H (2.2026, -1.8478, -0.6308)
H (3.6790, -1.1757, 0.0733)
H (1.6151, -1.2688, 1.4671)
H (3.0139, 0.3057, 2.4633)
H (3.1149, 1.1516, 0.9412)
H (0.8432, 1.2633, 2.9527)
H (1.8353, 2.5787, 2.3447)
H (-0.5086, 2.1326, 1.4866)
H (-0.2174, 3.2503, -0.3833)
H (1.2031, 3.7105, 0.5320)
H (1.4305, 2.9394, -1.9719)
H (2.6545, 2.5111, -0.8070)
H (1.0606, 0.8071, -2.3152)
N (-7.2432, 2.3095, -2.2647)
C (-6.3832, 1.4232, -1.6577)
C (-5.4202, 0.7437, -2.4087)
C (-4.5606, -0.1527, -1.8023)
C (-4.6583, -0.3890, -0.4384)
C (-5.6179, 0.2726, 0.3190)
C (-6.4689, 1.1793, -0.2826)
S (-3.6755, -1.6370, 0.3148)
O (-4.4847, -2.2386, 1.3320)
O (-3.1742, -2.4545, -0.7563)
N (-2.3883, -0.8352, 0.9515)
C (-1.9706, -1.0282, 2.2280)
N (-0.6772, -0.6563, 2.3650)
C (-0.0767, -0.9754, 3.5092)
C (-0.7425, -1.5656, 4.5559)
C (-2.1109, -1.7506, 4.3652)
N (-2.7294, -1.4833, 3.2340)
H (-7.1523, 2.5226, -3.2391)
H (-7.8875, 2.8508, -1.7215)
H (-5.3531, 0.9193, -3.4766)
H (-3.8209, -0.6916, -2.3813)
H (-5.7051, 0.0500, 1.3746)
H (-7.2253, 1.6867, 0.3051)
H (0.9783, -0.7312, 3.5988)
H (-0.2442, -1.8272, 5.4762)
H (-2.7355, -2.1213, 5.1723)
O (1.4699, -4.0843, -1.0543)
As (-0.1791, -3.7191, -0.5304)
O (-0.6363, -4.9015, 0.4912)
O (-0.0038, -2.1745, 0.1431)
C (-1.2119, -3.7850, -2.1671)
C (-1.9435, -4.9551, -2.2944)
C (-2.7659, -5.1493, -3.3973)
C (-2.8744, -4.1724, -4.3698)
C (-2.1577, -2.9892, -4.2467)
C (-1.3319, -2.8042, -3.1519)
S (-0.4495, -1.2881, -3.0203)
O (-0.7033, -0.4913, -4.1971)
O (0.9268, -1.6258, -2.7517)
O (-1.0744, -0.5839, -1.8333)
H (1.6721, -4.9344, -0.6404)
H (-1.8816, -5.6943, -1.5057)
H (-3.3346, -6.0662, -3.4840)
H (-3.5212, -4.3225, -5.2244)
H (-2.2245, -2.2076, -4.9908)
Br (-3.1349, 2.0424, 1.8864)
C (-2.9428, 2.3892, 0.0280)
C (-3.7917, 3.3530, -0.5001)
C (-3.6241, 3.7045, -1.8236)
C (-2.6369, 3.0711, -2.5609)
C (-1.8758, 2.0977, -1.9464)
N (-2.0067, 1.7492, -0.6529)
H (-4.5462, 3.8069, 0.1240)
H (-4.2622, 4.4561, -2.2704)
H (-2.4640, 3.3016, -3.6023)
H (-1.1308, 1.5598, -2.5116)

As for the expectation value of S²: 0.752. For the frontier orbital gap (alpha / beta), the calculation gives 7.89 / 8.05 eV. The energy above the lowest of the compared OMol25 structures with the same formula, charge and spin is 109.3 kJ/mol. The energy is -232506.3523 eV. Its spin multiplicity is 2. Its total charge is 0. The calculation puts the strongest force on any atom at 0.020 Eh/bohr.

No. 2
2 unconnected molecules or ions with the total composition C26H27O2P, computed with ωB97M-V/def2-TZVPD.

Cartesian coordinates (Å):
C (-1.6831, -2.4400, -0.2854)
C (-0.5993, -1.9384, -1.2586)
C (-0.4481, -0.4146, -1.3615)
C (-1.3853, 0.2600, -2.3920)
P (-2.4580, 1.6341, -1.7487)
C (-3.3352, 0.9479, -0.2775)
C (-4.4681, -0.0426, -0.4322)
C (-5.3689, -0.1964, 0.6192)
C (-6.4172, -1.0937, 0.5445)
C (-6.6109, -1.8805, -0.5917)
C (-7.7652, -2.8429, -0.6917)
C (-5.7078, -1.7322, -1.6375)
C (-4.6596, -0.8304, -1.5633)
H (-2.4337, -3.0598, -0.7765)
H (-1.2448, -3.0106, 0.5333)
H (-2.2274, -1.6062, 0.1588)
H (-0.7770, -2.3448, -2.2573)
H (0.3621, -2.3464, -0.9368)
H (0.5788, -0.1986, -1.6634)
H (-0.5566, 0.0188, -0.3627)
H (-0.7591, 0.7594, -3.1354)
H (-1.9451, -0.5022, -2.9354)
H (-3.5340, 1.5017, -2.6508)
H (-3.7378, 1.8359, 0.2194)
H (-2.5819, 0.5505, 0.4083)
H (-5.2451, 0.3977, 1.5193)
H (-7.1058, -1.1877, 1.3775)
H (-8.6246, -2.3671, -1.1674)
H (-7.4882, -3.6986, -1.3109)
H (-8.0577, -3.2117, 0.2900)
H (-5.8270, -2.3326, -2.5330)
H (-3.9853, -0.7587, -2.4082)
C (6.6984, 3.6197, -1.1143)
C (7.7090, 3.2721, -0.2243)
C (7.4487, 2.3983, 0.8173)
C (6.1730, 1.8720, 0.9779)
C (5.1560, 2.2289, 0.0903)
C (5.4250, 3.1000, -0.9581)
C (3.7717, 1.6989, 0.2507)
O (2.8915, 1.9928, -0.5295)
C (3.5072, 0.7933, 1.4055)
C (2.2171, 0.3194, 1.6041)
C (1.9492, -0.5376, 2.6577)
C (2.9705, -0.9257, 3.5185)
C (4.2574, -0.4518, 3.3289)
C (4.5303, 0.4113, 2.2748)
C (5.9207, 0.9213, 2.0990)
O (6.8139, 0.5765, 2.8424)
H (6.9062, 4.2991, -1.9303)
H (8.7020, 3.6843, -0.3456)
H (8.2253, 2.1146, 1.5138)
H (4.6282, 3.3628, -1.6399)
H (1.4313, 0.6265, 0.9276)
H (0.9429, -0.9053, 2.8105)
H (2.7600, -1.5980, 4.3397)
H (5.0612, -0.7424, 3.9909)

The SMILES is O=C1c2ccccc2C(=O)c2ccccc21.CCCCPCc1ccc(C)cc1. For the frontier orbital gap, the calculation gives 7.50 eV. The energy is -40784.1866 eV. Its spin multiplicity is 1. Its total charge is 0. The calculation puts the strongest force on any atom at 0.006 Eh/bohr.

No. 3
C6H7N in the gas phase in a non-equilibrium geometry, computed with ωB97M-V/def2-TZVPD.

Cartesian coordinates (Å):
N (-1.2348, -0.7383, 1.2076)
C (-1.9711, -0.3117, 0.2361)
C (1.4922, 0.0344, 0.3992)
C (-1.5470, 0.5470, -0.8420)
C (1.6806, -1.0521, -0.3612)
C (-0.3775, 1.1626, -0.7077)
C (0.7558, 1.2828, -0.0851)
H (-0.6680, -0.0461, 1.6919)
H (-2.8932, -0.8527, 0.0483)
H (2.3195, 0.3310, 1.0343)
H (-2.0787, 0.5256, -1.7832)
H (0.8654, -1.4675, -0.9334)
H (2.5976, -1.6145, -0.3062)
H (1.0592, 2.1995, 0.4014)

The SMILES is [H]/N=C\C=C=CC=C. For the frontier orbital gap, the calculation gives 8.75 eV. The energy above the lowest of the compared OMol25 structures with the same formula, charge and spin is 467.0 kJ/mol. The energy is -7820.8071 eV. Its spin multiplicity is 1. Its total charge is 0. The calculation puts the strongest force on any atom at 0.070 Eh/bohr.

No. 4
A molecular structure, C16H18F24Li3N5O16S8 in a non-equilibrium geometry, computed with ωB97M-V/def2-TZVPD.

Cartesian coordinates (Å):
Li (-2.4573, 3.6995, 1.7914)
Li (-0.2258, -0.3988, 2.4473)
Li (-3.3957, 5.1553, 3.8042)
C (3.9802, 5.8310, 2.6842)
C (3.1115, 7.0826, 2.9369)
C (3.5807, 8.1589, 2.0172)
N (2.9006, 9.5591, 2.2295)
C (3.3913, 10.4971, 1.1517)
C (3.0245, 10.0456, 3.6957)
C (1.6782, 10.0285, 4.3381)
C (0.6445, 9.3466, 3.3570)
C (1.3626, 9.4365, 1.9223)
H (4.9664, 6.0036, 3.1153)
H (4.2145, 5.7067, 1.6270)
H (3.6439, 4.8898, 3.1191)
H (3.0974, 7.3241, 3.9997)
H (2.0591, 6.8973, 2.7216)
H (3.3568, 7.9064, 0.9807)
H (4.6655, 8.2635, 2.0358)
H (4.4621, 10.3325, 1.0312)
H (3.1519, 11.5572, 1.2348)
H (3.0429, 10.0457, 0.2227)
H (3.4747, 11.0377, 3.6609)
H (3.7405, 9.3406, 4.1179)
H (1.4093, 11.0108, 4.7265)
H (1.7473, 9.5397, 5.3099)
H (-0.2840, 9.8840, 3.1642)
H (0.3861, 8.3216, 3.6228)
H (1.1919, 10.4125, 1.4679)
H (0.9836, 8.7789, 1.1401)
C (-5.3121, 3.0893, 0.9484)
F (-4.6125, 2.1331, 1.6036)
F (-4.8161, 3.0909, -0.3277)
F (-6.5323, 2.6119, 0.9077)
S (-5.2339, 4.8060, 1.7269)
O (-6.2952, 5.6214, 1.0932)
O (-5.4339, 4.5293, 3.1504)
N (-3.4978, 5.3165, 1.6528)
S (-3.5870, 6.6120, 0.6867)
O (-3.8989, 6.2072, -0.6784)
O (-4.4050, 7.6994, 1.1696)
C (-1.8611, 7.2846, 0.7506)
F (-0.9087, 6.4052, 0.3465)
F (-1.6919, 8.2561, -0.1794)
F (-1.5458, 7.6717, 1.9804)
C (-6.5155, -2.4230, 3.9970)
F (-7.0445, -1.2797, 3.6179)
F (-6.7173, -3.2757, 3.0945)
F (-5.2051, -2.2153, 4.3592)
S (-7.4234, -3.0458, 5.5751)
O (-6.8423, -4.3182, 5.9812)
O (-7.3599, -1.9145, 6.5481)
N (-9.1937, -3.0430, 5.1001)
S (-9.4029, -4.6508, 4.9679)
O (-8.6330, -5.1919, 3.8513)
O (-9.2565, -5.4219, 6.1813)
C (-11.2505, -4.7109, 4.4554)
F (-11.6709, -5.9775, 4.1657)
F (-11.9518, -4.3600, 5.4987)
F (-11.5202, -3.8455, 3.5140)
C (-2.0280, -2.8581, 2.5189)
F (-2.5408, -1.6225, 2.4357)
F (-2.9284, -3.7074, 2.6953)
F (-1.3954, -3.0372, 1.3586)
S (-0.9273, -3.0637, 4.1429)
O (-1.8324, -2.9508, 5.3213)
O (-0.1070, -4.2863, 3.9632)
N (0.0357, -1.6629, 3.9418)
S (0.4893, -1.3427, 5.4698)
O (-0.5197, -0.4309, 5.9950)
O (0.8790, -2.4839, 6.2953)
C (1.9979, -0.2373, 5.0031)
F (1.7452, 0.3545, 3.8835)
F (2.1513, 0.6661, 5.8411)
F (3.0417, -1.0971, 5.0866)
C (-0.8492, 5.9271, 5.2002)
F (-1.6207, 6.8470, 4.6345)
F (0.2369, 6.4324, 5.5423)
F (-1.4827, 5.3824, 6.2674)
S (-0.5534, 4.4113, 3.8319)
O (-0.1671, 5.1023, 2.6359)
O (0.5524, 3.6944, 4.4322)
N (-2.0757, 3.6096, 3.6621)
S (-1.8214, 2.2540, 4.5567)
O (-1.2701, 1.1089, 3.8064)
O (-1.1728, 2.4756, 5.8980)
C (-3.6567, 1.5962, 4.9450)
F (-4.0101, 2.0032, 6.1451)
F (-4.4684, 2.2184, 4.1585)
F (-3.7326, 0.2333, 4.8496)

For the frontier orbital gap, the calculation gives 4.77 eV. The energy above the lowest of the compared OMol25 structures with the same formula, charge and spin is 644.6 kJ/mol. The energy is -209600.5230 eV. Its spin multiplicity is 1. Its total charge is 0. The calculation puts the strongest force on any atom at 0.147 Eh/bohr.

No. 5
CH4BBr in the gas phase in a non-equilibrium geometry, computed with ωB97M-V/def2-TZVPD.

Cartesian coordinates (Å):
B (0.6083, 0.2125, -0.3753)
C (-0.7202, -0.2583, 0.2691)
Br (2.3995, 0.1515, 0.2378)
H (0.5420, 0.9328, -1.3744)
H (-1.6341, 0.1255, -0.3621)
H (-0.7737, -1.3225, 0.3142)
H (-0.4219, 0.1584, 1.2907)

The SMILES is CBBr. For the frontier orbital gap, the calculation gives 10.55 eV. The energy above the lowest of the compared OMol25 structures with the same formula, charge and spin is 59.3 kJ/mol. The energy is -71820.7117 eV. Its spin multiplicity is 1. Its total charge is 0. The calculation puts the strongest force on any atom at 0.051 Eh/bohr.

No. 6
A molecular structure, C38H34FN4O4PPdS5 in a non-equilibrium geometry, computed with ωB97M-V/def2-TZVPD.

Cartesian coordinates (Å):
Pd (2.5077, -0.6401, 0.3769)
S (-1.5988, -3.2400, 5.9230)
C (-0.7831, -2.4886, 4.7662)
S (-1.1561, -2.7059, 3.0529)
C (0.0621, -1.6943, 2.3754)
C (0.9368, -0.9794, 3.4172)
S (2.0293, 0.1163, 2.9731)
S (0.5539, -1.3948, 5.0540)
S (0.2356, -1.5299, 0.7635)
C (-1.2620, 6.5940, -1.5111)
C (-1.2813, 5.9423, -0.1396)
N (-0.9149, 4.5234, -0.1912)
C (0.3699, 4.1821, 0.0215)
C (0.8801, 2.9214, -0.0695)
C (2.3382, 2.7788, 0.2556)
O (3.0268, 3.7700, 0.3987)
O (2.7952, 1.5700, 0.3881)
C (0.0300, 1.8438, -0.4864)
O (0.4117, 0.6939, -0.7268)
C (-1.3930, 2.2091, -0.6343)
C (-2.3248, 1.2062, -0.8985)
C (-3.6468, 1.5160, -1.0407)
F (-4.5464, 0.5177, -1.1960)
C (-4.1054, 2.8421, -1.0126)
C (-3.1838, 3.8397, -0.7429)
C (-1.8341, 3.5356, -0.5114)
N (-5.4505, 3.1933, -1.2809)
C (-6.1891, 3.9019, -0.2553)
C (-7.2463, 4.7872, -0.8919)
N (-8.1420, 3.9229, -1.7384)
C (-7.3472, 3.1808, -2.7802)
C (-6.2985, 2.3341, -2.0797)
H (-1.5435, 7.6429, -1.4319)
H (-1.9519, 6.1034, -2.1983)
H (-0.2640, 6.5446, -1.9449)
H (-2.2571, 6.0315, 0.3380)
H (-0.5694, 6.4222, 0.5301)
H (1.0448, 4.9880, 0.2830)
H (-1.9907, 0.1801, -0.9731)
H (-3.5181, 4.8660, -0.7597)
H (-5.5224, 4.5297, 0.3318)
H (-6.6744, 3.2027, 0.4472)
H (-6.7978, 5.5164, -1.5649)
H (-7.8654, 5.2954, -0.1548)
H (-8.8774, 4.4819, -2.1736)
H (-8.6071, 3.2397, -1.1338)
H (-6.8874, 3.9370, -3.4147)
H (-8.0414, 2.5791, -3.3640)
H (-5.7137, 1.8268, -2.8435)
H (-6.7959, 1.5566, -1.4800)
O (5.0285, 0.7806, 0.6547)
N (4.5744, -0.3918, 0.1293)
C (5.4994, -1.0100, -0.5010)
C (5.4292, -2.3416, -1.0697)
C (6.5025, -2.7488, -1.8624)
C (6.5509, -4.0324, -2.3746)
C (5.5361, -4.9290, -2.0773)
C (4.4590, -4.5290, -1.3012)
C (4.3900, -3.2288, -0.7998)
P (3.0260, -2.7887, 0.3012)
C (3.5608, -3.3633, 1.9305)
C (3.4809, -4.7157, 2.2731)
C (3.9112, -5.1453, 3.5168)
C (4.4473, -4.2375, 4.4196)
C (4.5803, -2.9036, 4.0665)
C (4.1390, -2.4667, 2.8279)
C (1.6806, -3.8590, -0.2811)
C (0.8251, -4.5582, 0.5691)
C (-0.2329, -5.2891, 0.0508)
C (-0.4648, -5.3048, -1.3150)
C (0.3624, -4.5849, -2.1679)
C (1.4260, -3.8632, -1.6553)
H (4.1775, 1.3724, 0.6456)
H (6.4401, -0.4744, -0.5836)
H (7.3006, -2.0492, -2.0719)
H (7.3845, -4.3353, -2.9924)
H (5.5803, -5.9453, -2.4429)
H (3.6789, -5.2441, -1.0824)
H (3.1013, -5.4423, 1.5683)
H (3.8343, -6.1915, 3.7778)
H (4.7798, -4.5757, 5.3913)
H (5.0337, -2.2005, 4.7511)
H (4.2707, -1.4267, 2.5580)
H (0.9883, -4.5553, 1.6380)
H (-0.8784, -5.8420, 0.7197)
H (-1.2895, -5.8770, -1.7172)
H (0.1827, -4.5898, -3.2338)
H (2.0628, -3.3060, -2.3317)

For the frontier orbital gap, the calculation gives 5.95 eV. The energy above the lowest of the compared OMol25 structures with the same formula, charge and spin is 22.2 kJ/mol. The energy is -123756.7571 eV. Its spin multiplicity is 1. Its total charge is +2. The calculation puts the strongest force on any atom at 0.020 Eh/bohr.

No. 7
A molecular structure, C26H25Cl5N4O9P3Yb in a non-equilibrium geometry, computed with ωB97M-V/def2-TZVPD.

Cartesian coordinates (Å):
Yb (-0.7074, 1.0354, 0.0953)
N (1.8413, -1.3027, -1.2779)
P (0.8655, -1.4929, 0.1305)
C (2.1368, -2.2892, 1.2082)
C (2.8899, -3.3737, 0.7582)
C (3.8777, -3.9245, 1.5564)
C (4.1165, -3.4082, 2.8243)
C (3.3507, -2.3537, 3.2931)
C (2.3625, -1.7999, 2.4902)
C (-0.0917, -3.0027, -0.2377)
C (0.0954, -3.8185, -1.3452)
C (-0.6767, -4.9597, -1.5065)
C (-1.6423, -5.2870, -0.5675)
C (-1.8305, -4.4766, 0.5440)
C (-1.0568, -3.3408, 0.7091)
C (2.0597, -0.1046, -1.9149)
C (3.0791, -0.0338, -2.8774)
C (3.3246, 1.1581, -3.5152)
C (2.5544, 2.2676, -3.1832)
C (1.5741, 2.1166, -2.2277)
N (1.3056, 0.9601, -1.5974)
H (2.5619, -1.9890, -1.4356)
H (2.6872, -3.8216, -0.2095)
H (4.4562, -4.7657, 1.1959)
H (4.8899, -3.8380, 3.4476)
H (3.5247, -1.9546, 4.2845)
H (1.7583, -0.9811, 2.8606)
H (0.8343, -3.5613, -2.0970)
H (-0.5258, -5.5958, -2.3701)
H (-2.2544, -6.1688, -0.7054)
H (-2.5890, -4.7233, 1.2754)
H (-1.2119, -2.6865, 1.5610)
H (3.6639, -0.9186, -3.0935)
H (4.1124, 1.2306, -4.2539)
H (2.7192, 3.2292, -3.6467)
H (0.9714, 2.9613, -1.9291)
N (-0.8754, -0.8464, -2.3239)
N (-2.1428, -1.3718, -2.0197)
C (-2.7861, -0.9667, -0.8399)
O (-3.9966, -1.1088, -0.7959)
O (-2.0134, -0.5120, 0.0973)
H (-0.9628, 0.0028, -2.8717)
H (-0.3709, -1.5352, -2.8643)
H (-2.7968, -1.4632, -2.7815)
Cl (2.6004, 1.4774, 1.1657)
C (1.5693, 1.3625, 2.5630)
C (0.2385, 1.0876, 2.2744)
C (-0.5785, 0.9206, 3.3914)
Cl (-2.2129, 0.4596, 3.0400)
C (-0.1353, 1.0619, 4.6998)
Cl (-1.2194, 0.8794, 6.0243)
C (1.2122, 1.3502, 4.9249)
Cl (1.7968, 1.5324, 6.5325)
C (2.0858, 1.4830, 3.8452)
Cl (3.7661, 1.7549, 4.1082)
C (-2.3506, 4.7547, -2.3268)
C (-2.8678, 4.0141, -1.1042)
O (-4.0462, 4.5747, -0.5558)
P (-3.2180, 2.2507, -1.4486)
O (-4.2124, 2.0666, -2.6604)
O (-4.0577, 1.7129, -0.2489)
O (-1.8941, 1.6150, -1.7416)
P (-1.5856, 3.7835, 0.2175)
O (-1.5635, 5.2802, 0.8025)
O (-0.2375, 3.3547, -0.2825)
O (-2.1334, 2.7746, 1.1955)
H (-3.1288, 4.7987, -3.0883)
H (-1.4800, 4.2366, -2.7324)
H (-2.0564, 5.7676, -2.0512)
H (-3.8124, 5.3605, -0.0466)
H (-5.0721, 1.7207, -2.3684)
H (-3.6696, 1.9500, 0.6228)
H (-0.8190, 5.4297, 1.4048)

As for the expectation value of S²: 0.751. For the frontier orbital gap (alpha / beta), the calculation gives 8.76 / 8.77 eV. The energy above the lowest of the compared OMol25 structures with the same formula, charge and spin is 21.0 kJ/mol. The energy is -173774.8162 eV. Its spin multiplicity is 2. Its total charge is 0. The calculation puts the strongest force on any atom at 0.044 Eh/bohr.